(1)
DFT (ωB97M-V/def2-TZVPD) results for C12H21N3O5S3 in the gas phase.

The geometry in XYZ format:
```
44
Properties=species:S:1:pos:R:3:forces:R:3
C -2.3184 -2.4350 -1.6338 0.1 -0.1 0.3
C -1.6088 -3.1044 -0.4557 0.0 -0.1 -0.3
N -0.4144 -2.4271 0.0158 0.3 0.0 0.0
C -0.5413 -1.4475 1.0779 0.3 -0.1 0.1
C 0.8778 -0.9590 1.4174 -0.6 -0.3 0.6
N 1.4121 -0.2664 0.2651 -0.6 1.0 0.0
C 2.7092 -0.6181 -0.2690 0.7 0.1 -0.3
C 3.8938 -0.3303 0.6594 -0.1 0.4 -0.2
C 4.2020 1.1627 0.7208 0.1 -0.1 0.2
O 4.6405 1.5756 -0.5563 0.0 -0.4 0.0
C 4.5097 2.9585 -0.7734 0.0 0.1 0.0
S 0.8466 1.2844 0.1681 -0.5 -0.3 0.1
O 1.2120 1.8485 -1.0908 0.1 -0.1 -0.3
O 1.1067 2.0492 1.3566 -0.1 -0.1 0.0
C -0.8920 0.9046 0.2153 0.1 0.1 0.1
S -2.0968 2.0737 -0.1552 0.1 -0.2 0.1
C -3.3165 0.9789 0.3593 -0.1 0.2 0.1
S -5.0271 1.4105 0.2442 -0.1 -0.3 -0.6
N -5.2517 1.3109 -1.4129 0.1 0.1 0.7
O -5.2000 2.7695 0.6488 0.3 0.1 -0.2
O -5.7876 0.3708 0.8668 0.2 -0.2 -0.2
C -2.8171 -0.2075 0.8021 -0.2 0.3 0.0
C -1.4034 -0.2562 0.7271 0.2 0.1 -0.1
H -1.6312 -2.3318 -2.4715 0.0 0.0 -0.1
H -2.6910 -1.4492 -1.3678 0.0 0.1 -0.1
H -3.1586 -3.0464 -1.9530 -0.1 -0.1 -0.1
H -2.2952 -3.2161 0.3860 0.0 -0.1 0.0
H -1.2957 -4.1088 -0.7648 -0.2 0.0 0.1
H 0.0938 -2.0184 -0.7614 0.0 0.0 0.0
H -0.9748 -1.9574 1.9467 0.1 0.1 0.0
H 1.5057 -1.8200 1.6470 0.0 0.1 0.0
H 0.8476 -0.2845 2.2801 0.1 -0.2 0.1
H 2.6834 -1.6815 -0.5260 -0.1 0.1 0.0
H 2.8282 -0.0302 -1.1809 0.1 -0.2 -0.1
H 3.6897 -0.7013 1.6647 0.1 -0.1 0.1
H 4.7700 -0.8460 0.2645 0.0 -0.1 0.1
H 4.9882 1.3587 1.4678 -0.1 0.0 -0.1
H 3.3046 1.7193 1.0157 0.2 0.0 0.1
H 3.4592 3.2648 -0.7176 0.1 0.0 0.0
H 4.8930 3.1484 -1.7741 0.0 0.1 0.0
H 5.0932 3.5330 -0.0433 0.0 0.0 0.0
H -5.4683 2.2056 -1.8209 0.0 0.3 0.0
H -5.9304 0.6108 -1.6623 -0.1 -0.2 0.1
H -3.4468 -0.9949 1.1734 -0.1 -0.2 0.1
```
Forces are in eV/Å.

The HOMO energy comes out at -9.10 eV. Its HOMO-LUMO gap is 9.083 eV. The value obtained for the molar mass is 383.52 u. The energy relative to the best compared isomer or geometry (same formula, charge and spin) is 0.015 eV. As for the structure (SMILES): CCN[C@H]1CN(CCCOC)S(=O)(=O)c2sc(S(N)(=O)=O)cc21.



(2)
DFT (ωB97M-V/def2-TZVPD) results for a molecular structure, C12H21N4SbSe4Tc.

The geometry in XYZ format:
```
43
Properties=species:S:1:pos:R:3:forces:R:3
Tc 0.3197 0.1927 -0.2257 1.6 0.8 -0.5
C 3.2509 -0.7276 -0.2765 -0.1 0.0 0.2
C 2.5653 -1.3098 0.9469 0.1 0.2 0.0
N 1.1471 -1.5798 0.5840 -0.4 -0.1 0.3
C 0.2883 -2.0678 1.7091 -0.1 0.1 0.0
C -1.1535 -1.7540 1.4034 0.1 0.1 -0.2
C -2.2261 -2.5113 1.8062 -0.1 -0.1 0.1
C -3.5126 -2.0646 1.5051 0.1 0.1 0.0
C -3.6927 -0.8685 0.8199 -0.2 -0.1 0.1
C -2.5794 -0.1612 0.4243 0.2 0.1 -0.1
C -2.6301 1.1332 -0.3523 0.1 -0.1 0.2
N -1.2570 1.6655 -0.5382 -0.4 -0.2 -0.2
C -0.5020 1.9614 0.6069 0.4 0.0 -0.1
C 1.7848 1.3212 -0.5736 -1.5 -0.3 0.1
N 2.2819 0.1300 -1.0510 0.2 -0.3 -0.4
N -1.3419 -0.6080 0.6992 -0.4 -0.2 0.3
H 3.5964 -1.5067 -0.9539 -0.1 0.0 -0.1
H 4.1139 -0.1379 0.0285 0.0 0.1 -0.1
H 2.5611 -0.5935 1.7665 -0.1 0.0 0.0
H 3.0827 -2.2092 1.2829 -0.1 -0.1 0.0
H 1.1364 -2.2998 -0.1432 0.0 0.0 0.0
H 0.5753 -1.5252 2.6116 0.1 0.0 0.0
H 0.4276 -3.1305 1.9016 0.1 0.0 -0.1
H -2.0712 -3.4379 2.3439 0.0 0.0 0.0
H -4.3721 -2.6530 1.8008 0.0 0.0 0.0
H -4.6848 -0.5014 0.5897 0.0 0.0 0.0
H -3.2406 1.8615 0.1835 0.0 0.1 0.0
H -3.0882 0.9617 -1.3255 0.1 0.0 -0.1
H -1.2207 2.3599 -1.2737 0.1 -0.1 -0.1
H -1.0091 1.8518 1.5585 0.0 -0.2 0.0
H 0.0907 2.8637 0.5556 0.1 0.0 -0.1
H 2.8097 1.9706 1.2666 0.1 0.0 0.0
H 2.1515 2.3036 -0.8515 0.1 0.1 0.3
H 2.5017 0.0898 -2.0439 0.0 0.1 0.0
C 2.7034 2.2267 2.3168 0.1 0.1 0.3
H 3.5704 1.8625 2.8659 -0.1 0.0 0.0
H 1.7868 1.7895 2.7184 0.1 0.0 0.0
H 2.6580 3.3103 2.4182 0.0 0.0 0.0
Se -1.4467 2.9679 -5.8320 0.2 -0.7 -0.6
Sb -1.9887 0.7420 -6.4625 -0.9 0.7 1.3
Se 0.0560 -1.0338 -3.6364 -0.2 0.0 -0.2
Se 0.4018 -0.5482 -5.7096 0.1 0.1 0.2
Se -3.8441 -0.3355 -5.4644 0.6 -0.1 -0.7
```
Forces are in eV/Å.

As for the charge: +3. The HOMO energy comes out at -16.92 eV. Its HOMO-LUMO gap is 4.637 eV. The value obtained for the molar mass is 756.93 u. The energy relative to the best compared isomer or geometry (same formula, charge and spin) is 1.046 eV.



(3)
DFT (ωB97M-V/def2-TZVPD) results for C12H21N5O3 in the gas phase.

The geometry in XYZ format:
```
41
Properties=species:S:1:pos:R:3:forces:R:3
N -4.4330 -2.5049 -1.0698 -0.7 0.8 0.0
C -3.0248 -2.2371 -1.3862 0.0 -0.2 -1.1
C -2.1259 -2.5841 -0.2475 0.2 0.0 0.7
C -2.3052 -1.7424 1.0113 -0.2 -0.7 1.0
C -2.0756 -0.2563 0.8517 -0.1 1.4 0.8
C -0.6143 0.1127 0.4460 -1.4 1.0 1.1
N 0.1934 -0.2781 1.5860 2.4 -0.4 0.0
C 1.6154 -0.2649 1.5910 -0.2 1.5 -1.4
O 2.2985 0.1593 2.5128 -1.1 -1.0 -0.4
C 2.3269 -0.5976 0.2388 -0.5 -0.5 -0.4
N 2.1081 -1.9742 -0.3193 0.0 1.4 0.6
C 2.1411 0.4408 -0.8860 -0.7 -0.5 -1.5
C 2.5904 1.8339 -0.6251 0.0 0.0 0.8
C 3.6330 2.2232 0.1682 -0.3 0.7 -0.1
N 3.5267 3.6175 0.2259 1.0 -0.2 0.9
C 2.4407 3.9666 -0.4892 0.2 0.5 -0.4
N 1.8632 2.9323 -1.0395 0.1 0.1 0.1
C -0.5541 1.6574 0.2569 -0.7 1.7 1.1
O -0.5451 2.4890 1.1811 0.3 -2.4 -2.2
O -0.6278 2.0054 -1.0493 0.0 0.0 0.8
H -4.7748 -1.7700 -0.4257 0.2 -0.7 -0.5
H -5.0425 -2.4386 -1.9045 0.7 0.0 0.7
H -2.7287 -2.9174 -2.2235 -0.3 0.8 0.3
H -2.8213 -1.1817 -1.6249 -0.2 -0.2 -0.6
H -1.0772 -2.5910 -0.5594 0.0 0.1 -0.1
H -2.3736 -3.5874 0.0224 0.0 -0.9 0.3
H -3.3398 -1.9291 1.4293 1.1 0.3 -0.3
H -1.5689 -2.1359 1.7621 -0.8 0.4 -0.4
H -2.7667 0.2088 0.1295 0.1 -0.2 0.2
H -2.2707 0.2733 1.8447 0.2 -0.6 -1.2
H -0.4121 -0.3574 -0.4992 0.5 -0.4 0.0
H -0.1106 0.1988 2.4150 -0.3 0.2 0.4
H 3.3698 -0.5122 0.4715 0.6 -0.2 0.4
H 2.0238 -2.5930 0.4809 -0.3 -0.3 -0.4
H 1.2615 -1.9825 -0.8883 0.1 -0.2 0.4
H 2.6906 0.0368 -1.7445 0.4 -0.1 0.2
H 1.1303 0.4760 -1.3485 0.5 0.1 0.7
H 4.3545 1.6300 0.7165 -0.1 0.4 -0.1
H 4.1345 4.2567 0.7597 -0.7 -0.7 -0.6
H 2.1414 5.0031 -0.6264 0.1 -0.3 0.1
H -0.2510 2.9143 -1.1448 -0.1 -0.7 0.1
```
Forces are in eV/Å.

The HOMO energy comes out at -8.91 eV. Its HOMO-LUMO gap is 9.681 eV. The value obtained for the molar mass is 283.33 u. The energy relative to the best compared isomer or geometry (same formula, charge and spin) is 1.316 eV. As for the structure (SMILES): NCCCC[C@H](NC(=O)[C@@H](N)Cc1c[nH]cn1)C(=O)O.



(4)
DFT (ωB97M-V/def2-TZVPD) results for a molecular structure, C12H22AsIrN4S4.

The geometry in XYZ format:
```
44
Properties=species:S:1:pos:R:3:forces:R:3
Ir 0.6158 -1.0809 -0.4469 -0.1 -0.9 -0.1
C 1.2627 -2.2136 2.6542 0.1 0.1 -0.2
C 2.3978 -2.5776 1.6872 -0.1 0.1 -0.1
N 2.6450 -1.5515 0.6716 0.1 0.0 0.1
C 3.3152 -0.3200 1.0887 -0.2 0.0 0.0
C 2.3789 0.6619 1.8016 -0.1 -0.2 -0.1
N 1.1016 0.8121 1.0966 -0.1 0.2 -0.1
C -0.0772 0.9332 1.9537 0.0 -0.2 -0.1
C -0.4603 -0.4135 2.6399 0.2 0.1 -0.2
N 0.1107 -1.5933 1.9889 -0.2 0.0 0.1
H 1.6327 -1.5333 3.4184 0.0 0.0 0.0
H 0.9699 -3.1252 3.1746 0.0 -0.1 0.1
H 2.1221 -3.4838 1.1466 0.0 0.0 0.0
H 3.2965 -2.7925 2.2764 0.1 0.0 0.0
H 3.1597 -1.9556 -0.1036 -0.1 0.0 -0.1
H 3.6870 0.1514 0.1781 0.0 0.0 0.0
H 4.1738 -0.5232 1.7369 0.1 0.0 0.0
H 2.8955 1.6169 1.8963 0.1 0.1 0.1
H 2.1742 0.3209 2.8163 0.0 0.0 0.0
H 1.1364 1.5872 0.4474 0.0 0.0 0.1
H -0.8989 1.2545 1.3137 0.0 0.0 0.0
H 0.0571 1.6957 2.7258 0.0 0.1 0.1
H -1.5444 -0.4912 2.6185 -0.1 0.0 0.0
H -0.1712 -0.3857 3.6916 0.0 0.0 0.1
H -0.5974 -2.2829 1.7923 -0.1 0.0 0.0
S 2.0614 -1.0076 -2.5737 0.0 0.2 0.0
As 0.7484 -2.5903 -3.3356 0.0 0.0 -0.3
S -0.3720 -3.0653 -1.5088 0.1 0.4 0.4
S -0.7466 -1.0879 -4.4279 0.0 0.0 0.0
S -2.6015 -1.5347 -4.0173 0.0 0.0 0.0
C -3.7478 3.3253 -2.6272 0.0 0.0 0.0
C -2.7886 2.2681 -2.1557 0.0 0.0 0.0
C -3.2085 1.1830 -1.3967 -0.1 0.0 0.0
C -2.2915 0.2235 -1.0073 0.0 -0.1 -0.1
N -1.0005 0.2910 -1.3235 0.3 0.5 0.1
C -0.5842 1.3225 -2.0696 -0.1 0.0 -0.1
C -1.4385 2.3229 -2.4935 0.0 0.0 -0.1
H -4.7569 3.1422 -2.2593 0.0 0.0 0.0
H -3.7785 3.3427 -3.7180 0.0 0.0 0.0
H -3.4303 4.3147 -2.2923 0.0 0.0 0.0
H -4.2535 1.0667 -1.1275 0.1 0.0 0.0
H -2.6007 -0.6579 -0.4549 0.0 0.1 0.0
H 0.4617 1.3014 -2.3640 -0.1 0.0 0.1
H -1.0551 3.1296 -3.1122 0.0 -0.1 0.1
```
Forces are in eV/Å.

The expectation value of S² is 6.016. The HOMO energy (alpha / beta) comes out at -5.88 / -6.61 eV. Its HOMO-LUMO gap (alpha / beta) is 6.031 / 6.116 eV. The value obtained for the molar mass is 617.74 u. The energy relative to the best compared isomer or geometry (same formula, charge and spin) is 0.000 eV. As for the multiplicity: 5.



(5)
DFT (ωB97M-V/def2-TZVPD) results for 14 unconnected molecules or ions with the total composition C12H22B3O35.

The geometry in XYZ format:
```
72
Properties=species:S:1:pos:R:3:forces:R:3
O -2.7020 3.9426 0.5584 0.1 0.1 0.0
C -1.9352 4.2522 -0.3077 -0.2 -0.4 0.2
O -0.8777 3.5538 -0.7032 -0.3 0.7 -0.1
B -0.2166 4.3021 -1.7847 0.7 -0.3 -0.4
O -0.9255 5.5790 -1.9166 -0.4 -0.1 0.1
C -2.0045 5.5541 -1.1398 0.3 0.1 -0.3
O -2.8482 6.4021 -1.0880 0.0 0.0 0.1
O -0.2084 3.5365 -3.0531 0.0 0.1 0.4
C 1.0369 3.2443 -3.4001 -0.5 0.1 -0.3
O 1.3477 2.6697 -4.4011 0.3 -0.1 0.0
C 1.9758 3.8471 -2.3292 0.1 -0.2 -0.2
O 1.2223 4.5360 -1.4931 -0.1 -0.1 0.3
O 3.1672 3.7182 -2.2976 0.0 0.2 0.1
O -6.0204 0.9171 1.3244 -0.1 -0.1 -0.1
C -5.3045 0.1014 1.8230 0.1 0.3 0.1
O -4.1493 -0.3445 1.3558 0.0 -0.3 -0.2
B -3.5260 -1.2644 2.3097 -0.2 0.6 0.1
O -4.4593 -1.3069 3.4557 0.3 -0.1 0.1
C -5.5303 -0.5737 3.1970 0.1 -0.2 0.1
O -6.4940 -0.4797 3.9031 -0.1 0.1 0.0
O -2.1651 -0.7535 2.6488 -0.1 -0.5 0.2
C -1.2878 -1.7363 2.5131 -0.1 0.4 -0.2
O -0.1333 -1.7072 2.8291 0.0 -0.1 0.0
C -2.0183 -2.9138 1.8355 0.0 -0.4 0.4
O -3.2997 -2.6385 1.8229 0.0 0.1 -0.4
O -1.4956 -3.9267 1.4522 0.2 0.1 -0.1
O 3.4006 0.5129 1.6852 0.4 -0.4 0.0
C 2.7054 0.0841 0.8041 -0.1 1.2 0.4
O 1.4286 -0.1712 0.9151 -0.3 -0.3 -0.4
B 0.8402 -0.3609 -0.4204 0.1 -0.1 0.1
O 2.0056 -0.2960 -1.3609 -0.1 0.4 0.3
C 3.1041 -0.0255 -0.6721 -0.3 -0.5 0.0
O 4.2106 0.0922 -1.1107 0.1 0.0 0.1
O -0.2447 0.6017 -0.6691 0.2 -0.2 -0.3
C -1.3310 -0.0283 -1.0942 0.1 -0.1 0.1
O -2.4136 0.4279 -1.3049 0.2 0.0 -0.2
C -0.9876 -1.5437 -1.1434 -0.3 0.2 1.0
O 0.1927 -1.6807 -0.5615 0.1 -0.1 -0.5
O -1.6968 -2.4590 -1.4543 0.0 0.0 -0.4
O -3.3899 2.1080 -3.3765 -0.1 0.1 0.0
H -3.1241 1.7923 -2.4981 -0.1 0.0 -0.1
H -2.7772 1.6666 -3.9702 0.1 0.1 0.0
O -2.7464 -5.3952 -0.6005 0.1 -0.2 -0.2
H -2.5805 -5.4774 -1.5438 0.0 0.1 0.0
H -1.9928 -4.8870 -0.2582 -0.3 0.0 0.2
O 6.5538 1.1991 -2.2316 0.3 -0.3 0.0
H 5.9364 0.6440 -1.7323 -0.1 0.2 0.0
H 6.8340 1.8638 -1.5981 -0.1 0.1 0.0
O 3.2489 1.8104 4.4826 -0.2 0.1 0.1
H 2.3728 1.7981 4.0771 -0.1 0.1 -0.1
H 3.8375 1.9401 3.7325 0.0 -0.2 -0.1
O 3.6665 0.0365 -3.9130 0.0 -0.2 -0.2
H 4.5650 0.1562 -3.5940 0.0 0.2 0.0
H 3.1536 -0.0333 -3.0981 0.0 0.0 -0.3
O -4.6343 -3.1861 -1.3495 -0.1 -0.1 -0.1
H -4.2379 -3.9472 -0.9044 0.1 0.0 0.1
H -3.8854 -2.5825 -1.4335 0.0 0.1 0.0
O -0.3212 1.7213 2.5349 0.1 0.2 0.1
H -0.4969 0.8022 2.3053 0.0 0.1 0.1
H -0.8726 2.2350 1.9323 0.0 0.0 -0.1
O 5.6276 -0.4267 3.4783 0.3 0.0 -0.1
H 4.9188 -0.3356 2.8249 -0.1 0.1 0.1
H 5.7178 -1.3765 3.5870 -0.2 0.0 0.1
O 1.5274 -4.1068 -0.1743 -0.1 -0.1 0.0
H 0.8471 -3.4182 -0.2490 0.3 -0.1 0.1
H 1.4319 -4.4150 0.7319 -0.1 0.0 0.0
O 0.6812 -3.4217 -3.3929 0.0 0.0 -0.1
H 0.3018 -3.2035 -2.5342 0.1 -0.1 0.0
H 0.1330 -4.1431 -3.7116 -0.1 0.0 0.0
O 2.6329 -1.3593 4.0091 0.0 -0.2 0.0
H 1.9104 -1.2441 3.3758 -0.1 0.0 0.2
H 2.7986 -0.4791 4.3645 0.1 0.1 -0.1
```
Forces are in eV/Å.

As for the charge: -3. The HOMO energy comes out at -3.47 eV. Its HOMO-LUMO gap is 9.226 eV. The value obtained for the molar mass is 758.71 u.